Version P
Density functional theory data (ωB97M-V/def2-TZVPD) for a cluster of 3 separate species, C8H13NO in total.

- HOMO-LUMO gap (eV) = 9.85
- highest occupied orbital energy (eV) = -9.12

Last column: natural (NBO) charge in e.
Positions of all 23 atoms, in Å:
N (3.343, -0.493, -0.951)  -0.542
C (2.513, 0.056, -0.254)  0.503
C (1.175, 0.663, -0.096)  -0.523
C (0.040, -0.223, -0.590)  -0.180
C (-0.237, -1.553, 0.154)  -0.393
C (-1.754, -1.249, 0.105)  -0.390
C (-1.404, 0.190, -0.270)  -0.057
C (-1.851, 1.402, 0.488)  -0.417
C (-2.273, 1.193, -0.952)  -0.414
H (1.037, 0.897, 0.972)  0.244
H (1.180, 1.622, -0.640)  0.254
H (0.154, -0.396, -1.670)  0.216
H (0.109, -2.473, -0.334)  0.217
H (0.155, -1.527, 1.181)  0.210
H (-2.264, -1.780, -0.712)  0.206
H (-2.322, -1.392, 1.034)  0.208
H (-2.594, 1.249, 1.275)  0.218
H (-1.133, 2.199, 0.690)  0.211
H (-1.817, 1.836, -1.709)  0.215
H (-3.308, 0.907, -1.155)  0.219
O (3.606, -0.521, 1.356)  -1.040
H (3.484, 0.302, 1.845)  0.485
H (4.162, -0.909, 0.233)  0.549

Version Q
Density functional theory data (ωB97M-V/def2-TZVPD) for an isolated molecule of C8H13NO.

- HOMO-LUMO gap (eV) = 9.48
- SMILES = C=C1CCN2CC[C@@H](O)[C@@H]12
- highest occupied orbital energy (eV) = -8.68

Last column: natural (NBO) charge in e.
Positions of all 23 atoms, in Å:
O (2.148, -0.817, 0.083)  -0.736
C (2.488, 1.848, 1.880)  -0.398
C (1.359, 1.598, 1.122)  0.011
N (-0.703, 0.792, 0.606)  -0.435
C (0.746, 2.551, 0.256)  -0.471
C (-0.219, 1.646, -0.476)  -0.221
C (-1.356, -0.486, 0.125)  -0.216
C (-0.158, -1.522, -0.061)  -0.451
C (0.497, 0.407, 1.326)  -0.131
C (0.927, -0.943, 0.786)  0.072
H (2.507, 0.105, 0.245)  0.487
H (3.113, 2.786, 2.004)  0.219
H (2.593, 1.137, 2.706)  0.196
H (0.161, 3.306, 0.722)  0.229
H (1.556, 2.941, -0.406)  0.227
H (-0.992, 2.275, -1.010)  0.210
H (0.435, 1.039, -1.101)  0.168
H (-1.851, -0.320, -0.793)  0.204
H (-2.053, -0.783, 0.957)  0.198
H (0.157, -1.540, -1.125)  0.229
H (-0.508, -2.546, 0.217)  0.222
H (0.199, 0.340, 2.463)  0.218
H (1.126, -1.643, 1.646)  0.170

Version R
Density functional theory data (ωB97M-V/def2-TZVPD) for a cluster of 2 separate species, C8H13NO in total.

- HOMO-LUMO gap (eV) = 10.15
- SMILES = C[C@H]1CCC=C1CC#N.O
- highest occupied orbital energy (eV) = -9.64

Last column: natural (NBO) charge in e.
Positions of all 23 atoms, in Å:
C (0.974, -1.774, -1.286)  -0.608
C (-0.008, -1.165, -0.290)  -0.255
C (0.139, -1.662, 1.163)  -0.390
C (-0.105, -0.434, 2.064)  -0.433
C (0.228, 0.705, 1.134)  -0.200
C (0.088, 0.348, -0.148)  0.037
C (0.030, 1.206, -1.386)  -0.554
C (1.349, 1.402, -2.010)  0.289
N (2.399, 1.730, -2.395)  -0.320
H (2.006, -1.473, -1.055)  0.217
H (0.911, -2.871, -1.262)  0.220
H (0.762, -1.450, -2.315)  0.211
H (-1.031, -1.395, -0.643)  0.197
H (-0.529, -2.503, 1.387)  0.215
H (1.171, -2.016, 1.307)  0.206
H (-1.145, -0.369, 2.425)  0.214
H (0.528, -0.435, 2.963)  0.215
H (0.525, 1.682, 1.518)  0.220
H (-0.635, 0.781, -2.155)  0.254
H (-0.406, 2.194, -1.191)  0.266
O (-2.483, 2.791, 0.966)  -0.951
H (-1.678, 2.260, 0.976)  0.476
H (-3.092, 2.448, 0.234)  0.474

Which of them is least stable? Easy: version P.

Version P
Density functional theory data (ωB97M-V/def2-TZVPD) for a structure of composition C30H30BrF6IrN7O6.

- charge = +2
- spin multiplicity = 2
- HOMO-LUMO gap (spin up / spin down) (eV) = 7.47 / 4.07
- ⟨S²⟩ = 0.78
- highest occupied orbital energy (spin up / spin down) (eV) = -13.06 / -13.05

Last column: Löwdin charge in e.
Positions of all 81 atoms, in Å:
Ir (-0.470, -0.246, 0.530)  1.546
C (-0.568, 3.563, -2.249)  0.027
N (-0.832, 3.689, -0.812)  -0.105
C (-0.970, 5.046, -0.292)  0.005
C (-0.790, 2.633, -0.035)  -0.341
O (-0.533, 1.502, -0.520)  -0.081
C (-1.029, 2.803, 1.470)  -0.037
O (-0.949, 1.522, 2.114)  -0.202
C (-2.044, 1.177, 2.954)  -0.067
C (-2.899, 0.171, 2.187)  -0.344
O (-2.433, -0.335, 1.129)  -0.127
N (-4.117, -0.127, 2.584)  -0.102
C (-4.711, 0.377, 3.821)  0.009
C (-4.982, -0.993, 1.773)  0.028
H (-1.317, 4.139, -2.787)  0.107
H (0.422, 3.957, -2.476)  0.113
H (-0.622, 2.520, -2.544)  0.093
H (-1.428, 5.658, -1.064)  0.107
H (-1.612, 5.077, 0.584)  0.092
H (0.005, 5.468, -0.045)  0.115
H (-0.294, 3.483, 1.908)  0.159
H (-2.025, 3.229, 1.609)  0.142
H (-1.672, 0.742, 3.887)  0.141
H (-2.633, 2.060, 3.205)  0.143
H (-3.970, 0.831, 4.470)  0.090
H (-5.491, 1.103, 3.593)  0.114
H (-5.161, -0.463, 4.351)  0.113
H (-4.645, -0.993, 0.741)  0.086
H (-4.976, -2.009, 2.167)  0.108
H (-5.993, -0.597, 1.829)  0.110
C (1.480, 0.231, 3.996)  -0.050
O (1.444, 0.174, 2.580)  -0.159
C (2.665, 0.100, 1.938)  -0.183
C (3.880, 0.157, 2.604)  -0.047
C (5.057, 0.092, 1.882)  -0.671
Br (6.699, 0.161, 2.802)  0.821
C (5.031, -0.001, 0.507)  -0.053
C (3.810, -0.049, -0.166)  -0.052
C (2.627, -0.031, 0.548)  -0.158
O (1.439, -0.158, -0.142)  -0.196
C (3.728, -0.043, -1.632)  -0.211
N (2.583, 0.061, -2.258)  0.177
C (2.869, 0.165, -3.625)  -0.171
C (2.043, 0.352, -4.728)  0.002
C (2.645, 0.430, -5.970)  -0.063
C (4.028, 0.328, -6.119)  -0.064
C (4.856, 0.156, -5.034)  0.007
C (4.239, 0.083, -3.785)  -0.163
N (4.754, -0.044, -2.499)  0.201
H (2.005, -0.631, 4.408)  0.109
H (0.443, 0.217, 4.328)  0.078
H (1.957, 1.150, 4.338)  0.110
H (3.933, 0.254, 3.676)  0.106
H (5.962, -0.024, -0.042)  0.111
H (1.672, -0.185, -1.305)  0.127
H (0.976, 0.429, -4.608)  0.110
H (2.037, 0.570, -6.853)  0.113
H (4.456, 0.394, -7.108)  0.116
H (5.928, 0.086, -5.150)  0.120
H (5.726, -0.128, -2.262)  0.169
N (-0.298, -1.884, 1.625)  0.116
C (-0.590, -2.756, 2.312)  -0.038
C (-0.935, -3.864, 3.113)  -0.137
C (-2.164, -4.501, 2.879)  -0.146
N (-3.189, -4.995, 2.711)  0.260
C (-0.082, -4.271, 4.145)  -0.138
N (0.607, -4.585, 5.014)  0.263
C (-2.242, -2.881, -0.595)  0.015
C (-1.579, -2.017, -1.662)  -0.378
O (-0.640, -1.079, -1.217)  -0.234
C (-2.659, -1.281, -2.498)  -0.573
F (-2.129, -0.435, -3.370)  0.178
F (-3.451, -0.548, -1.687)  0.142
F (-3.445, -2.129, -3.151)  0.191
C (-0.750, -2.971, -2.558)  -0.600
F (-0.247, -2.357, -3.612)  0.194
F (-1.493, -3.990, -2.986)  0.181
F (0.260, -3.469, -1.841)  0.169
H (-2.764, -2.246, 0.113)  0.055
H (-1.480, -3.471, -0.087)  0.084
H (-2.962, -3.557, -1.051)  0.116

Version Q
Density functional theory data (ωB97M-V/def2-TZVPD) for a structure of composition C30H30BrF6IrN7O6.

- charge = +2
- spin multiplicity = 2
- HOMO-LUMO gap (spin up / spin down) (eV) = 5.76 / 3.42
- ⟨S²⟩ = 1.15
- highest occupied orbital energy (spin up / spin down) (eV) = -12.43 / -12.44

Last column: Löwdin charge in e.
Positions of all 81 atoms, in Å:
Ir (0.376, -0.640, 0.841)  1.569
C (4.655, -3.463, 3.002)  0.006
N (3.689, -2.360, 2.976)  -0.098
C (3.718, -1.478, 4.148)  0.017
C (2.792, -2.228, 2.025)  -0.340
O (1.932, -1.304, 2.070)  -0.109
C (2.810, -3.214, 0.867)  -0.085
O (1.732, -2.875, 0.046)  -0.170
C (1.894, -2.933, -1.344)  -0.088
C (1.675, -1.519, -1.881)  -0.358
O (1.299, -0.594, -1.123)  -0.109
N (1.894, -1.302, -3.168)  -0.111
C (2.345, -2.348, -4.086)  -0.001
C (1.729, 0.030, -3.747)  0.011
H (5.561, -3.105, 3.484)  0.107
H (4.917, -3.795, 2.003)  0.090
H (4.259, -4.301, 3.576)  0.118
H (4.633, -0.887, 4.129)  0.107
H (3.713, -2.096, 5.044)  0.113
H (2.854, -0.828, 4.151)  0.077
H (2.734, -4.243, 1.229)  0.158
H (3.765, -3.101, 0.342)  0.146
H (1.164, -3.620, -1.779)  0.152
H (2.892, -3.280, -1.623)  0.142
H (1.998, -3.330, -3.780)  0.093
H (3.433, -2.353, -4.168)  0.111
H (1.924, -2.146, -5.068)  0.106
H (1.526, 0.750, -2.961)  0.073
H (0.904, 0.019, -4.459)  0.108
H (2.644, 0.308, -4.269)  0.108
C (3.429, 1.935, 0.835)  -0.022
O (2.050, 1.788, 0.485)  -0.102
C (1.579, 2.555, -0.523)  -0.216
C (2.326, 3.413, -1.295)  -0.015
C (1.705, 4.188, -2.291)  -0.678
Br (2.764, 5.326, -3.333)  0.849
C (0.356, 4.132, -2.489)  -0.064
C (-0.434, 3.261, -1.704)  -0.050
C (0.190, 2.442, -0.740)  -0.152
O (-0.439, 1.550, 0.038)  0.015
C (-1.853, 3.225, -1.860)  -0.170
N (-2.662, 2.431, -1.113)  0.208
C (-3.911, 2.678, -1.522)  -0.150
C (-5.131, 2.107, -1.071)  0.050
C (-6.282, 2.533, -1.686)  -0.014
C (-6.243, 3.504, -2.710)  0.035
C (-5.045, 4.089, -3.170)  0.046
C (-3.900, 3.656, -2.563)  -0.138
N (-2.567, 3.974, -2.735)  0.209
H (3.644, 2.967, 1.113)  0.112
H (4.070, 1.623, 0.009)  0.106
H (3.581, 1.285, 1.691)  0.092
H (3.390, 3.518, -1.140)  0.114
H (-0.088, 4.765, -3.243)  0.108
H (-1.415, 1.582, -0.115)  0.101
H (-5.146, 1.357, -0.296)  0.114
H (-7.230, 2.112, -1.384)  0.130
H (-7.172, 3.815, -3.169)  0.133
H (-5.048, 4.832, -3.955)  0.133
H (-2.198, 4.643, -3.391)  0.175
N (-0.922, -1.672, -0.124)  0.013
C (-1.890, -2.265, -0.403)  -0.125
C (-3.043, -2.886, -0.774)  -0.252
C (-3.055, -4.296, -0.970)  -0.211
N (-3.058, -5.436, -1.116)  0.161
C (-4.163, -2.045, -0.999)  -0.209
N (-5.024, -1.303, -1.189)  0.154
C (-2.361, 0.573, 3.833)  0.035
C (-1.403, -0.529, 3.396)  -0.378
O (-0.702, -0.001, 2.280)  -0.268
C (-2.214, -1.791, 3.040)  -0.574
F (-1.439, -2.778, 2.570)  0.155
F (-3.105, -1.483, 2.084)  0.154
F (-2.883, -2.253, 4.089)  0.197
C (-0.423, -0.798, 4.560)  -0.572
F (0.453, -1.773, 4.276)  0.151
F (-1.060, -1.152, 5.672)  0.190
F (0.282, 0.312, 4.820)  0.163
H (-3.069, 0.775, 3.032)  0.099
H (-1.793, 1.476, 4.045)  0.106
H (-2.908, 0.277, 4.725)  0.111

Which of them is least stable? Easy: version Q.

Version P
Density functional theory data (ωB97M-V/def2-TZVPD) for a cluster of 6 separate species, C2H17NO5 in total.

- HOMO-LUMO gap (eV) = 9.24
- SMILES = CNC.O.O.O.O.O
- highest occupied orbital energy (eV) = -9.09

Last column: natural (NBO) charge in e.
Positions of all 25 atoms, in Å:
C (0.619, 2.117, 0.969)  -0.416
N (0.910, 1.208, -0.136)  -0.659
C (2.315, 0.806, -0.291)  -0.423
H (1.227, 1.828, 1.832)  0.175
H (0.916, 3.140, 0.716)  0.179
H (-0.408, 2.002, 1.282)  0.217
H (0.668, 1.541, -1.059)  0.365
H (2.949, 1.525, -0.797)  0.175
H (2.283, -0.069, -0.945)  0.217
H (2.726, 0.418, 0.640)  0.184
H (-1.052, -0.636, 1.254)  0.501
H (-0.352, -0.494, -0.063)  0.510
O (-1.220, -0.774, 0.297)  -1.024
H (-1.815, 1.971, -1.163)  0.452
H (-2.071, 0.759, -0.260)  0.494
O (-2.460, 1.608, -0.552)  -0.968
H (-0.690, -0.513, -2.568)  0.464
H (0.191, -1.663, -2.314)  0.489
O (0.252, -0.734, -2.586)  -0.952
H (0.435, -0.174, 3.218)  0.490
H (0.190, -1.573, 2.550)  0.483
O (-0.223, -0.751, 2.826)  -0.948
H (0.160, -3.436, 0.105)  0.470
H (-0.855, -2.565, -0.550)  0.497
O (0.028, -2.949, -0.713)  -0.971

Version Q
Density functional theory data (ωB97M-V/def2-TZVPD) for a cluster of 6 separate species, C2H17NO5 in total.

- HOMO-LUMO gap (eV) = 9.80
- SMILES = CNC.O.O.O.O.O
- highest occupied orbital energy (eV) = -9.34

Last column: natural (NBO) charge in e.
Positions of all 25 atoms, in Å:
C (0.605, 1.404, -3.054)  -0.424
N (0.680, -0.154, -2.924)  -0.631
C (-0.404, -0.659, -3.876)  -0.440
H (1.494, 1.801, -2.518)  0.202
H (0.664, 1.716, -4.119)  0.181
H (-0.278, 1.744, -2.526)  0.190
H (1.631, -0.533, -3.273)  0.360
H (-1.364, -0.972, -3.396)  0.179
H (-0.297, -1.587, -4.370)  0.208
H (-0.736, 0.079, -4.521)  0.176
H (-0.470, -3.977, 2.485)  0.450
H (0.061, -2.761, 1.911)  0.487
O (-0.203, -3.714, 1.699)  -0.940
H (3.229, 3.688, 5.590)  0.478
H (3.754, 4.039, 4.156)  0.465
O (3.757, 3.417, 4.797)  -0.942
H (-2.029, 0.220, 0.951)  0.490
H (-0.755, 0.895, 0.144)  0.482
O (-1.101, 0.539, 1.052)  -0.993
H (-0.102, -0.172, 2.736)  0.518
H (1.076, -0.671, 3.839)  0.489
O (0.225, -0.782, 3.403)  -1.011
H (-3.296, -1.869, 1.028)  0.498
H (-2.802, -0.766, -0.037)  0.476
O (-3.337, -0.924, 0.821)  -0.947

Which of them is least stable? Easy: version Q.